{
  "formula": "C45H50BN8OPSW",
  "method": "the ωB97M-V functional and the def2-TZVPD basis",
  "species": ["W", "C", "C", "C", "C", "C", "N", "N", "B", "N", "N", "C", "C", "C", "C", "C", "N", "N", "C", "C", "C", "C", "C", "H", "H", "H", "H", "H", "H", "H", "H", "H", "H", "H", "H", "H", "H", "H", "H", "H", "H", "H", "H", "H", "H", "N", "P", "C", "C", "C", "C", "C", "C", "C", "C", "C", "C", "C", "C", "C", "C", "C", "C", "C", "N", "H", "H", "H", "H", "H", "H", "H", "H", "H", "H", "H", "H", "H", "H", "H", "S", "C", "C", "C", "C", "C", "C", "C", "C", "C", "C", "H", "H", "H", "H", "H", "H", "H", "C", "O", "C", "C", "H", "H", "H", "H", "H", "H"],
  "xyz": [[0.25859, 1.02901, -1.30949], [3.38463, -2.04751, -3.03397], [2.50657, -0.89334, -3.37480], [2.53824, -0.12552, -4.53942], [1.61582, 0.91132, -4.36141], [1.19117, 2.01088, -5.27349], [1.09223, 0.72297, -3.15370], [1.60037, -0.34292, -2.54844], [-1.43319, 1.03592, -2.86106], [-1.69771, -0.44352, -2.71462], [-1.20044, -0.82026, -1.51322], [-1.65065, -2.06241, -1.29009], [-1.49490, -2.82069, -0.01325], [-2.41956, -2.47063, -2.38874], [-2.42225, -1.40997, -3.28044], [-3.07786, -1.23746, -4.60740], [-2.37055, 1.80123, -1.92395], [-1.95131, 1.77645, -0.62828], [-2.58708, 2.79510, -0.02839], [-2.38480, 3.27100, 1.36891], [-3.44495, 3.41964, -0.93742], [-3.25666, 2.77322, -2.14595], [-3.83325, 3.03486, -3.49509], [3.88961, -2.39751, -3.93384], [2.83184, -2.87719, -2.60240], [4.14592, -1.75220, -2.30762], [3.16208, -0.29956, -5.40118], [2.04846, 2.42254, -5.80634], [0.70788, 2.81266, -4.72022], [0.47586, 1.64833, -6.01432], [-1.42793, 1.46527, -3.97842], [-0.78458, -2.33902, 0.64992], [-1.16460, -3.84311, -0.19827], [-2.46699, -2.86971, 0.48395], [-2.92303, -3.41725, -2.49894], [-3.67209, -2.11680, -4.84823], [-2.33619, -1.09766, -5.39514], [-3.73583, -0.36720, -4.61341], [-2.53397, 2.49636, 2.11344], [-3.10082, 4.06722, 1.57154], [-1.38481, 3.68802, 1.49764], [-4.11712, 4.23507, -0.72648], [-4.58037, 3.82400, -3.43206], [-4.31098, 2.14461, -3.90641], [-3.06043, 3.34506, -4.20020], [-0.40875, 1.31956, 2.77548], [-1.41762, -0.01261, 2.29265], [-2.86381, 0.38982, 3.35682], [-4.08590, 0.56394, 2.71258], [-5.23224, 0.87318, 3.43564], [-5.16137, 1.01411, 4.81248], [-3.94797, 0.83523, 5.46836], [-2.81016, 0.51639, 4.74528], [-0.71696, -1.35626, 3.32390], [0.58520, -1.35166, 3.80943], [1.08372, -2.44908, 4.49972], [0.28311, -3.56060, 4.71355], [-1.02099, -3.57283, 4.23502], [-1.51536, -2.47827, 3.54341], [0.48099, 2.12394, 2.10842], [1.07322, 3.18650, 2.82268], [2.04582, 3.94535, 2.22180], [2.48746, 3.62428, 0.93751], [1.88442, 2.56803, 0.29636], [0.82514, 1.91056, 0.83848], [-0.54312, 1.62635, 3.72888], [-4.13232, 0.46584, 1.63278], [-6.17636, 1.00404, 2.92231], [-6.05147, 1.25555, 5.37952], [-3.89542, 0.92964, 6.54572], [-1.87690, 0.33507, 5.26979], [1.22504, -0.49879, 3.61787], [2.10797, -2.43916, 4.85065], [0.67457, -4.41880, 5.24477], [-1.65167, -4.43818, 4.39563], [-2.53471, -2.49832, 3.17082], [0.75444, 3.38606, 3.83778], [2.49006, 4.77130, 2.76346], [3.30671, 4.14959, 0.46655], [2.44258, 2.73811, -1.76009], [1.09571, -0.68599, 0.53987], [5.18625, -3.60247, 2.32868], [4.67425, -2.30562, 2.55042], [3.60548, -1.84959, 1.83343], [2.98332, -2.65427, 0.84223], [1.84891, -2.21043, 0.07229], [1.36063, -3.03966, -0.90575], [1.89592, -4.32427, -1.13108], [2.94069, -4.78027, -0.38380], [3.51372, -3.94743, 0.60967], [4.61758, -4.39820, 1.37876], [6.03077, -3.95812, 2.90535], [5.13606, -1.66655, 3.29326], [3.21319, -0.85649, 2.00449], [0.55286, -2.69337, -1.53373], [1.46453, -4.94735, -1.90575], [3.35124, -5.77088, -0.53957], [5.00325, -5.39353, 1.18985], [0.36356, 4.04556, -2.28582], [0.05707, 2.88361, -1.58911], [2.26500, 1.96106, -1.01837], [3.54650, 1.13405, -0.90084], [0.51087, 4.86696, -1.57889], [-0.46710, 4.30112, -2.95169], [1.27568, 3.93868, -2.88287], [3.89350, 0.84321, -1.89193], [3.41154, 0.23463, -0.30326], [4.33728, 1.73842, -0.44121]],
  "relative_energy_kj_mol": 146.5,
  "homo_energy_ev": -6.684,
  "homo_lumo_gap_ev": 6.95
}

{
  "formula": "C10H11F3OSi",
  "method": "the ωB97M-V functional and the def2-TZVPD basis",
  "species": ["C", "C", "C", "C", "C", "C", "C", "C", "C", "C", "O", "F", "F", "F", "Si", "H", "H", "H", "H", "H", "H", "H", "H", "H", "H", "H"],
  "xyz": [[3.32756, -1.75342, 0.23453], [2.10864, -2.21510, 0.73191], [3.37643, -0.47901, -0.36225], [0.99845, -1.44758, 0.76376], [2.22826, 0.30414, -0.40321], [1.03307, -0.22963, 0.10637], [-3.02242, 0.32070, 1.54398], [-2.20675, 0.10262, 0.52496], [-0.69292, 2.47674, -1.99448], [-2.59295, -0.97325, -0.50271], [-0.42558, 2.12934, 1.35509], [-3.95005, -1.03949, -0.70630], [-2.18167, -2.15171, -0.10719], [-2.05364, -0.81568, -1.69803], [-0.54573, 0.93555, 0.22835], [4.10893, -2.37404, 0.40833], [2.16300, -3.09035, 1.24241], [4.32579, -0.11059, -0.70728], [0.06130, -1.90095, 1.19826], [2.19626, 1.26994, -0.80361], [-2.78523, 1.19789, 2.11804], [-3.97548, -0.14891, 1.70019], [-0.87381, 3.58676, -1.79694], [0.43401, 2.36753, -2.35900], [-1.51481, 1.99540, -2.51357], [0.45934, 2.04309, 1.79837]],
  "relative_energy_kj_mol": 188.2,
  "homo_energy_ev": -8.155,
  "homo_lumo_gap_ev": 8.51
}

{
  "formula": "C21H17Cl2MnN3O3S3Te",
  "method": "the ωB97M-V functional and the def2-TZVPD basis",
  "species": ["Mn", "Cl", "C", "Cl", "H", "H", "S", "C", "S", "C", "C", "N", "C", "N", "O", "C", "N", "S", "O", "O", "C", "C", "C", "C", "C", "C", "H", "H", "H", "H", "C", "C", "C", "C", "C", "C", "Te", "C", "C", "C", "H", "H", "H", "H", "H", "H", "H", "H", "H", "H", "H"],
  "xyz": [[-1.17520, 1.47553, -1.59202], [-2.67184, -1.02521, -2.90926], [-2.40355, -1.08329, -4.65143], [-1.52819, 0.31275, -5.27109], [-3.37600, -1.11960, -5.12864], [-1.82268, -1.97482, -4.85977], [-0.53144, 3.38239, -2.74283], [-2.19709, 3.82798, -2.46257], [-3.24137, 2.45266, -2.27867], [-2.59953, 5.13200, -2.37041], [-1.66398, 6.21068, -2.47789], [-0.91069, 7.07687, -2.56616], [-3.97561, 5.46763, -2.15485], [-5.07683, 5.76037, -1.99196], [-1.06080, -1.96300, 0.27905], [-1.16263, -0.84510, 0.71778], [-1.67427, 0.24640, 0.01504], [-1.98638, 1.49290, 1.02657], [-3.37010, 1.67275, 1.33739], [-1.26356, 2.62538, 0.44915], [-1.14043, 0.84253, 2.42000], [-0.84025, 1.43775, 3.63079], [-0.13081, 0.67019, 4.54458], [0.24246, -0.64272, 4.25157], [-0.08514, -1.22136, 3.03349], [-0.77665, -0.44986, 2.11820], [-1.13654, 2.45308, 3.85412], [0.14069, 1.09841, 5.50097], [0.80354, -1.20997, 4.98289], [0.20506, -2.23014, 2.77361], [3.15115, -4.13112, 1.77169], [2.66292, -2.98466, 0.92739], [2.78650, -1.67504, 1.36004], [2.36620, -0.59864, 0.57832], [2.52058, 0.79107, 1.13764], [1.80259, -0.85163, -0.67976], [1.34283, 0.77875, -1.93433], [1.64911, -2.17285, -1.12481], [0.97648, -2.50750, -2.42630], [2.08560, -3.21189, -0.31450], [3.43491, -3.79272, 2.76871], [4.02508, -4.60791, 1.32189], [2.38355, -4.89995, 1.88011], [3.22037, -1.47447, 2.33507], [2.94473, 0.74672, 2.14196], [1.56071, 1.30978, 1.18876], [3.16282, 1.41280, 0.51258], [-0.08091, -2.24325, -2.37391], [1.05675, -3.57598, -2.62879], [1.40654, -1.95242, -3.26025], [1.95128, -4.23227, -0.65913]],
  "multiplicity": 5,
  "homo_energy_ev": [-5.141, -5.272],
  "homo_lumo_gap_ev": [5.96, 7.51],
  "charge": -1
}

| no. | DFT total energy (a.u.) |
| --- | --- |
| 1 | -3089.59286 |
| 2 | -1051.93118 |
| 3 | -4734.54081 |